Computed, not measured: a molecular structure, C13H34Al2Cl4CsF4KN4O10P3 at a distorted geometry, with ωB97M-V with the def2-TZVPD basis set.

As for the gap between HOMO and LUMO: 2.08 eV. As for the lowest unoccupied orbital energy: -7.9 eV. As for the molecular weight: 943.13 g mol⁻¹.

Geometry as ORCA input:
```
! RIJCOSX wB97M-V def2-TZVPD def2/J DEFGRID3
* xyz 1 1
C -0.00728 2.13973 1.04131
C 0.59829 1.12639 -0.03447
Cl -0.21889 1.53648 -1.62729
C 0.08310 -0.32605 0.33073
C 1.19007 -1.26616 0.97729
O 1.81790 -2.16073 0.06322
C 2.54090 -1.46941 -0.97101
C 1.71773 -1.32266 -2.34302
C 3.88203 -2.29036 -1.20709
N 4.76585 -2.28711 -0.01466
N 5.71896 -1.23881 -0.07669
P 3.65960 -4.09522 -1.65026
N 2.65094 -4.29058 -3.07406
O 2.78345 -4.91458 -0.42046
P 2.43895 -0.30980 2.06285
O 3.28187 -1.21752 2.95226
P 0.24186 -2.38958 2.20567
O -1.13366 -2.70932 1.63319
O 1.17606 -3.78226 2.34855
O 0.15667 -1.73469 3.75263
H -1.03602 2.42048 0.66500
H 0.59083 3.08472 1.07295
H -0.06019 1.62048 2.03894
H 1.70694 1.21829 -0.16212
H -0.75023 -0.20438 1.08992
H -0.40029 -0.84829 -0.54425
H 2.85763 -0.42208 -0.70341
H 1.59934 -0.21591 -2.55160
H 0.67219 -1.72476 -2.25772
H 2.28672 -1.72626 -3.22583
H 4.48448 -1.81045 -2.03952
H 4.21982 -2.27288 0.85479
H 6.05037 -1.10134 0.88137
H 5.31637 -0.37624 -0.46122
H 1.67639 -4.20710 -2.77284
H 2.84284 -5.18138 -3.53286
H 2.46736 -5.72784 -0.85697
H 3.19368 0.58405 1.23934
H 1.61171 0.51594 2.91250
H 0.67008 -4.52645 1.97578
H 0.04542 -0.76914 3.72429
C -4.60949 -1.18224 -0.70499
C -4.84294 0.32602 -0.72411
C -5.96114 0.76708 -1.68827
O -5.59546 0.75383 -3.05920
C -5.64331 -0.52349 -3.67279
N -3.57309 0.99911 -1.02619
H -4.05147 -1.53053 -1.57418
H -4.02898 -1.46311 0.17691
H -5.55662 -1.72578 -0.66537
H -5.15199 0.61765 0.28585
H -6.20785 1.80924 -1.46250
H -6.87958 0.18848 -1.52909
H -6.45654 -1.13891 -3.27791
H -4.68634 -1.03651 -3.55651
H -5.80812 -0.37644 -4.74102
H -3.70473 2.00417 -0.93358
H -3.39015 0.87071 -2.02021
Cl 0.26250 4.52882 -1.26799
K 2.63577 4.23663 -1.72722
F 4.56652 0.81447 -6.45622
Al 3.28778 0.65023 -5.26645
F 3.54567 -0.81770 -4.31421
F 1.72956 0.56407 -6.06887
F 3.31325 2.03805 -4.17813
C -2.17204 4.89135 3.04905
Cl -1.39031 3.52309 3.87521
Cl -1.03853 5.72987 1.99600
H -2.99731 4.51205 2.45129
H -2.54351 5.58561 3.79859
Cs -1.18410 1.45159 5.61652
C -1.39471 5.54795 9.25644
O -0.80393 6.51449 9.71759
O -1.61713 5.35183 8.04233
O -1.86460 4.60628 9.92812
Al 6.42304 -4.41515 -1.57413
*
```

=====

Computed, not measured: a molecular structure, C23H25CrN6O7P2S at a distorted geometry, with ωB97M-V with the def2-TZVPD basis set.

As for the gap between HOMO and LUMO (alpha / beta): 6.80 / 7.39 eV. As for the energy above the lowest of the compared OMol25 structures with the same formula, charge and spin: 497.3 kJ/mol. As for the lowest unoccupied orbital energy (alpha / beta): -0.2 / 0.2 eV. As for the molecular weight: 643.50 g mol⁻¹.

Geometry as ORCA input:
```
! RIJCOSX wB97M-V def2-TZVPD def2/J DEFGRID3
* xyz 0 2
Cr 0.11627 0.23391 -1.09026
C -0.27255 4.98469 4.50390
C -0.14731 3.83281 3.53823
C 0.71510 2.76773 3.77925
C 0.84104 1.72430 2.87953
C 0.09176 1.66423 1.69416
N 0.17493 0.53505 0.84682
C 0.56170 -0.64399 1.53039
C -0.17641 -1.11617 2.62230
C 0.15048 -2.28259 3.27981
C 1.23918 -3.05745 2.87078
C 1.56992 -4.35816 3.55524
C 1.97502 -2.60817 1.79411
C 1.65820 -1.41739 1.14721
N 2.48474 -1.01243 0.05689
C 3.77285 -1.31814 -0.17523
C 4.16725 -0.66757 -1.32513
C 3.04215 0.04114 -1.73945
N 2.03781 -0.16404 -0.89097
C -0.72562 2.77362 1.43034
C -0.83715 3.82039 2.33727
N -1.36568 2.85897 0.17884
C -2.67939 3.22602 -0.00157
C -3.24911 3.29747 -1.21216
C -2.46003 2.77047 -2.34178
N -0.44564 3.22829 -0.86621
H -0.01043 4.67624 5.51636
H -1.29002 5.37720 4.52084
H 0.39173 5.80675 4.22625
H 1.30839 2.75838 4.68821
H 1.52424 0.91546 3.10600
H -1.02866 -0.52776 2.94080
H -0.45512 -2.61278 4.11727
H 1.50816 -4.25467 4.63935
H 2.57481 -4.69620 3.30319
H 0.87049 -5.14434 3.26175
H 2.80017 -3.21047 1.43039
H 4.32775 -1.95034 0.49582
H 5.14020 -0.69215 -1.78432
H 2.89293 0.69321 -2.58443
H -1.47211 4.65936 2.07070
H -3.23824 3.41216 0.90876
H -4.28946 3.56566 -1.32745
H -2.89842 1.94230 -2.87882
C -2.41109 -2.88794 -3.88070
C -1.05533 -2.27485 -3.58614
O -0.14140 -2.61332 -4.63499
P -0.30602 -2.88898 -1.98492
O 1.11593 -3.42898 -2.39596
O -1.09104 -4.20393 -1.55096
O -0.22476 -1.91305 -0.86438
P -1.07737 -0.46008 -3.34263
O -1.75695 0.08368 -4.67144
O -1.81644 -0.12483 -2.07687
O 0.39350 -0.11658 -3.24678
H -2.36952 -3.97612 -3.86031
H -2.72618 -2.56255 -4.87144
H -3.14727 -2.54326 -3.15190
H 0.51162 -1.89791 -4.68382
H 1.15542 -3.72299 -3.31812
H -1.82447 -4.01803 -0.95223
H -1.70500 1.05141 -4.74470
S -1.42502 3.83116 -3.51426
C -1.01867 2.79630 -2.11713
N 0.02420 2.03988 -1.60328
*
```

=====

Computed, not measured: a molecular structure, C28H42N4O3RuSSi2Te, with ωB97M-V with the def2-TZVPD basis set.

As for the gap between HOMO and LUMO (alpha / beta): 5.47 / 6.16 eV. As for the energy above the lowest of the compared OMol25 structures with the same formula, charge and spin: 54.0 kJ/mol. As for the lowest unoccupied orbital energy (alpha / beta): 2.2 / 2.1 eV. As for the molecular weight: 799.58 g mol⁻¹.

Geometry as ORCA input:
```
! RIJCOSX wB97M-V def2-TZVPD def2/J DEFGRID3
* xyz -1 2
Ru -0.33405 -0.42831 0.10348
N -0.33804 1.65396 -0.23444
C -1.78254 1.99421 -0.25571
C -2.54234 0.83172 -0.92350
O -3.19664 1.02391 -1.95719
N -2.33723 -0.30587 -0.25889
C -2.86972 -1.55812 -0.76912
C -1.97720 -2.74534 -0.37447
O -2.44017 -3.86920 -0.30135
O -0.71077 -2.46428 -0.17416
H 0.17797 2.23420 0.41860
H 0.05632 1.79915 -1.16013
H -1.98289 2.92993 -0.78027
H -2.10833 2.06205 0.78203
H -2.93165 -1.55471 -1.86457
H -3.87480 -1.75785 -0.39337
C -1.59232 2.61722 -4.44630
Si -1.72974 1.11659 -5.55142
C -3.37665 0.26649 -5.34527
C -1.51798 1.65034 -7.34641
C -0.31995 -0.07657 -5.19966
Te -0.21552 -0.83792 -3.20171
C 1.76398 -1.64094 -3.30257
Si 3.22019 -0.47139 -3.46489
C 3.44295 0.14485 -5.23093
C 3.06546 1.03224 -2.34906
C 4.75119 -1.45607 -3.00319
H -2.37570 3.34021 -4.68759
H -0.62409 3.11129 -4.55824
H -1.73653 2.32078 -3.40515
H -4.19224 0.94871 -5.59925
H -3.52046 -0.03978 -4.30671
H -3.45182 -0.60900 -5.99459
H -2.28190 2.37938 -7.62883
H -1.60561 0.79735 -8.02353
H -0.54049 2.11045 -7.51084
H 0.62280 0.42749 -5.41499
H -0.39766 -0.94158 -5.86125
H 1.78483 -2.41860 -4.06884
H 1.84895 -2.13790 -2.33088
H 2.70886 0.90955 -5.49188
H 3.37739 -0.65712 -5.96925
H 4.43121 0.60493 -5.32121
H 2.04200 1.12936 -1.97922
H 3.31844 1.94621 -2.89153
H 3.71830 0.95469 -1.47847
H 4.86807 -2.33250 -3.64534
H 4.66948 -1.80218 -1.97011
H 5.65750 -0.85105 -3.08774
N 2.57918 -1.46275 2.79309
C 1.98137 -1.83001 1.64543
N 1.31454 -2.97619 1.62281
S 2.14833 -0.81617 0.26405
H 2.21531 -1.83084 3.66324
H 2.88467 -0.50476 2.81778
H 1.10435 -3.41061 2.50925
H 0.61428 -3.09152 0.87547
C -0.38755 -0.09582 1.95249
C -0.41370 0.06863 3.18385
C -0.48417 0.15504 4.56159
C -0.08842 -1.04028 5.31808
C 0.60614 -0.98164 6.53493
C 1.04925 -2.13462 7.16595
C 0.80621 -3.38494 6.61284
C 0.10456 -3.46418 5.41302
C -0.33261 -2.31471 4.77643
C -0.87197 1.39790 5.21995
C -1.36377 1.43300 6.53495
C -1.75872 2.62314 7.12311
C -1.68153 3.81995 6.42199
C -1.20978 3.80242 5.11394
C -0.81433 2.61622 4.52375
H 0.82827 -0.01623 6.97200
H 1.59965 -2.05342 8.09593
H 1.15272 -4.28277 7.10841
H -0.11876 -4.43337 4.98020
H -0.88244 -2.37218 3.84410
H -1.46280 0.50928 7.09047
H -2.14372 2.61321 8.13613
H -1.99327 4.74880 6.88278
H -1.14906 4.72525 4.54887
H -0.45307 2.60320 3.50305
*
```

=====

Computed, not measured: 2 unconnected molecules or ions with the total composition C3H5NO, with ωB97M-V with the def2-TZVPD basis set.

Its SMILES is C1=NC1.C=O. As for the gap between HOMO and LUMO: 10.91 eV. As for the energy above the lowest of the compared OMol25 structures with the same formula, charge and spin: 317.4 kJ/mol. As for the lowest unoccupied orbital energy: 0.6 eV. As for the molecular weight: 71.08 g mol⁻¹.

Geometry as ORCA input:
```
! RIJCOSX wB97M-V def2-TZVPD def2/J DEFGRID3
* xyz 0 1
C -1.55252 1.13672 -0.29325
O -1.30661 0.83022 -1.43135
C 1.04870 -0.96872 -0.48211
C 1.03716 -0.54117 0.89852
N 1.97618 -1.33754 0.66856
H -1.95922 0.40861 0.43883
H -1.38610 2.16432 0.09079
H 0.62887 0.02436 1.72923
H 1.45850 -0.32437 -1.25848
H 0.36506 -1.74194 -0.82978
*
```

=====

Computed, not measured: a molecular structure, C24H18ClNO2PPt at a distorted geometry, with ωB97M-V with the def2-TZVPD basis set.

As for the gap between HOMO and LUMO (alpha / beta): 4.56 / 4.56 eV. As for the energy above the lowest of the compared OMol25 structures with the same formula, charge and spin: 235.5 kJ/mol. As for the lowest unoccupied orbital energy (alpha / beta): -13.9 / -13.9 eV. As for the molecular weight: 613.92 g mol⁻¹.

Geometry as ORCA input:
```
! RIJCOSX wB97M-V def2-TZVPD def2/J DEFGRID3
* xyz 3 1
Pt 0.38916 -0.07985 -0.09779
O -1.82259 -3.40099 -1.49929
C -1.25517 -2.51467 -0.95055
O -0.82249 -1.37569 -1.31363
C -0.93430 -2.75986 0.59929
C -1.28578 -3.94615 1.19807
C -0.98936 -4.05786 2.55528
C -0.40329 -2.99316 3.22578
C -0.09208 -1.84055 2.52851
N -0.34769 -1.75430 1.21442
H -1.76926 -4.72942 0.63094
H -1.23080 -4.98111 3.06951
H -0.19067 -3.04408 4.28512
H 0.35243 -0.98433 3.01765
Cl 1.19881 1.50811 1.53650
C 1.19880 3.11789 0.89173
C 1.49902 4.14453 1.76357
C 1.55213 5.44816 1.27852
C 1.31745 5.70848 -0.06749
C 0.98853 4.67599 -0.93079
C 0.92650 3.35717 -0.46644
P 0.46611 2.00092 -1.55686
C 0.03164 2.70065 -3.15650
C -1.24315 3.25398 -3.35592
C -1.54538 3.85277 -4.56570
C -0.62171 3.82924 -5.60923
C 0.63880 3.26786 -5.40830
C 0.95880 2.65832 -4.20942
C 1.99840 1.03819 -1.78080
C 1.84438 -0.30817 -2.22536
C 2.96622 -1.11600 -2.39253
C 4.22561 -0.58496 -2.16355
C 4.37971 0.75273 -1.75799
C 3.27934 1.55650 -1.53677
H 1.68405 3.94007 2.80974
H 1.77468 6.25894 1.95832
H 1.37300 6.72055 -0.44399
H 0.79616 4.89411 -1.97160
H -1.99646 3.19389 -2.58065
H -2.49702 4.35051 -4.70110
H -0.87595 4.26278 -6.56679
H 1.38572 3.33077 -6.18987
H 1.91844 2.17434 -4.08787
H 0.88662 -0.63951 -2.62224
H 2.85702 -2.13472 -2.73624
H 5.10173 -1.20214 -2.31367
H 5.37135 1.16207 -1.61467
H 3.41037 2.58336 -1.22190
*
```